(1)
Density functional theory data (ωB97M-V with the def2-TZVPD basis set) for a 2-piece molecular cluster, C5H10N2O overall in a non-equilibrium geometry.

Computed properties:
Total charge: 0
Largest force on an atom: 1.8 eV/Å
Multiplicity: 1
Structure (SMILES): CCc1c[nH]cn1.O
Relative energy (zero: lowest compared OMol25 entry of this formula, charge and spin): 17.2 kcal per mole

XYZ file:
```
18
Properties=species:S:1:pos:R:3:forces:R:3
C -2.640 1.381 0.441 0.0 -1.2 -0.9
C -1.279 1.963 0.726 1.4 0.3 -0.3
C -0.104 1.042 0.466 -0.8 -1.3 0.9
C -0.171 -0.250 0.001 0.2 0.9 -1.1
N 1.127 -0.742 0.037 -0.7 0.0 0.5
C 1.847 0.201 0.693 0.5 0.2 0.3
N 1.159 1.280 0.947 -0.1 0.2 0.0
H -3.402 1.649 1.166 -0.1 0.4 -0.2
H -2.612 0.282 0.437 0.1 0.1 0.4
H -2.923 1.574 -0.597 -0.4 0.4 0.2
H -1.056 2.818 0.076 -0.4 0.3 0.4
H -1.214 2.290 1.764 0.1 0.1 0.0
H -0.981 -0.687 -0.555 0.1 -0.5 0.1
H 1.404 -1.674 -0.228 0.1 0.2 0.2
H 2.832 0.047 1.105 0.2 -0.2 -0.4
O 2.868 -4.044 -2.012 -0.2 -0.4 0.1
H 2.069 -4.008 -2.535 -0.4 -0.4 -0.3
H 3.075 -3.123 -1.929 0.6 0.8 0.2
```
Positions in Å, forces in eV/Å.

(2)
Density functional theory data (ωB97M-V with the def2-TZVPD basis set) for C5H10N2O as an isolated structure in a non-equilibrium geometry.

Computed properties:
Total charge: 0
Largest force on an atom: 3.7 eV/Å
Multiplicity: 1
Relative energy (zero: lowest compared OMol25 entry of this formula, charge and spin): 79.9 kcal per mole

XYZ file:
```
18
Properties=species:S:1:pos:R:3:forces:R:3
C 1.053 1.225 1.290 0.2 0.3 -0.2
C 0.452 0.879 -2.084 -0.1 0.3 0.2
C -1.071 -0.289 -0.348 1.6 1.2 -0.5
C 0.072 0.332 -0.739 -2.8 -0.4 -2.0
N -0.197 -2.188 0.964 -0.3 -0.4 0.1
C -0.626 -0.861 0.930 2.3 0.6 -0.5
O -2.318 -0.285 -0.854 -0.8 -0.6 -0.4
N 0.899 0.153 0.322 0.0 -1.7 3.3
H -2.739 -1.135 -0.660 0.0 0.2 -0.1
H 0.379 -2.433 0.165 -0.2 0.1 0.1
H 0.282 -2.445 1.819 -0.2 0.1 0.0
H -1.157 -0.565 1.840 0.5 0.2 0.1
H 0.096 1.695 1.560 0.0 0.1 -0.1
H 1.722 2.003 0.896 -0.1 0.0 0.0
H 1.523 0.841 2.200 -0.1 0.0 -0.1
H 1.525 0.767 -2.255 -0.1 0.0 0.1
H -0.091 0.366 -2.881 0.0 0.0 0.1
H 0.196 1.940 -2.165 0.2 0.0 0.0
```
Positions in Å, forces in eV/Å.

(3)
Density functional theory data (ωB97M-V with the def2-TZVPD basis set) for C5H10N2O as an isolated structure in a non-equilibrium geometry.

Computed properties:
Total charge: 0
Largest force on an atom: 9.7 eV/Å
Multiplicity: 1
Relative energy (zero: lowest compared OMol25 entry of this formula, charge and spin): 182.8 kcal per mole

XYZ file:
```
18
Properties=species:S:1:pos:R:3:forces:R:3
C 2.724 -0.081 -0.255 1.4 -0.3 0.2
C 1.244 -0.134 -0.722 -1.1 -0.9 -0.2
C 0.335 -0.755 0.060 2.2 -1.5 3.7
C -1.604 0.408 -0.157 -4.4 2.7 -2.8
C -0.877 1.627 0.502 0.8 1.0 0.4
H 3.709 -0.313 -0.872 -2.7 0.7 0.5
H 2.929 0.770 0.394 -0.2 1.4 -1.1
H 2.919 -0.651 0.649 -0.8 -1.6 -0.2
H 0.792 0.307 -1.659 1.2 -0.1 1.0
H 0.539 -1.156 1.065 2.3 -0.5 -0.7
H -1.857 -2.218 -0.873 0.5 1.5 2.6
H -2.887 -1.622 0.260 2.0 1.0 0.4
H -1.859 2.159 0.418 1.4 1.3 0.8
H 0.223 2.322 -0.124 -4.0 -2.4 2.1
H -0.607 1.284 1.728 -0.6 1.3 -4.0
N -1.050 -0.751 0.293 -1.6 6.1 -3.9
N -1.846 -1.752 0.147 -3.7 -8.4 -3.1
O -2.827 0.554 -0.854 7.3 -1.1 4.4
```
Positions in Å, forces in eV/Å.

(4)
Density functional theory data (ωB97M-V with the def2-TZVPD basis set) for one molecule with the formula C5H10N2O in a non-equilibrium geometry.

Computed properties:
Total charge: 0
Largest force on an atom: 3.7 eV/Å
Multiplicity: 1
Structure (SMILES): N/C=C(\N)CCC=O
Relative energy (zero: lowest compared OMol25 entry of this formula, charge and spin): 52.1 kcal per mole

XYZ file:
```
18
Properties=species:S:1:pos:R:3:forces:R:3
N -1.967 1.439 -1.803 -0.4 0.6 -1.1
C -0.747 0.835 -1.570 1.5 1.1 -2.4
C -0.432 -0.206 -0.839 -1.3 -2.1 0.7
N -1.375 -1.050 -0.122 -0.8 -1.7 -1.7
C 0.936 -0.648 -0.598 3.1 -0.6 -2.0
C 1.562 0.147 0.525 -0.1 1.6 0.7
C 0.923 -0.238 1.842 0.2 0.4 2.9
O 1.528 -0.246 2.931 -1.3 -0.1 -2.7
H -2.686 1.241 -1.180 -1.3 -0.5 1.4
H -2.353 1.324 -2.736 0.5 0.1 0.0
H 0.041 1.293 -2.242 -0.5 -0.5 1.2
H -2.283 -0.577 -0.095 0.2 -0.6 -0.1
H -1.495 -2.035 -0.674 0.3 3.2 1.7
H 1.074 -1.770 -0.447 -0.6 1.4 0.0
H 1.598 -0.410 -1.502 -1.0 -0.4 0.9
H 2.647 0.059 0.612 -0.1 -0.3 0.0
H 1.380 1.275 0.304 0.1 -1.8 0.6
H -0.205 -0.499 1.830 1.6 0.3 -0.1
```
Positions in Å, forces in eV/Å.

(5)
Density functional theory data (ωB97M-V with the def2-TZVPD basis set) for one molecule with the formula C5H10N2O in a non-equilibrium geometry.

Computed properties:
Total charge: 0
Largest force on an atom: 6.1 eV/Å
Multiplicity: 1
Structure (SMILES): CC(=C/CO)/C=N/N
Relative energy (zero: lowest compared OMol25 entry of this formula, charge and spin): 124.4 kcal per mole

XYZ file:
```
18
Properties=species:S:1:pos:R:3:forces:R:3
C 1.205 -0.438 2.208 3.7 -1.7 -0.3
C 0.554 -0.158 0.919 -1.3 3.2 -3.4
C 1.043 0.833 -0.024 0.0 -0.4 2.8
C 0.270 1.593 -1.147 -0.4 1.1 -0.9
O 0.552 1.176 -2.520 -1.9 -3.2 -0.3
C -0.723 -0.884 0.498 2.1 2.6 -1.6
N -0.822 -0.850 -0.855 -1.8 -2.8 5.1
N -1.952 -1.638 -1.161 -1.1 0.7 2.6
H 1.899 0.343 2.546 0.4 0.0 -1.0
H 0.759 -0.515 3.175 -1.8 -0.8 0.1
H 1.856 -1.410 2.000 -1.2 1.7 1.0
H 2.082 1.287 0.214 -1.8 -0.8 -0.3
H -0.829 1.707 -0.919 0.9 -1.0 -0.2
H 0.472 2.735 -1.287 0.7 -2.0 1.0
H 0.100 0.223 -2.785 1.7 3.6 1.7
H -1.516 -1.167 1.364 1.7 0.2 -2.5
H -2.375 -1.282 -1.993 -0.7 0.2 -0.3
H -2.577 -1.556 -0.234 0.9 -0.6 -3.4
```
Positions in Å, forces in eV/Å.

(6)
Density functional theory data (ωB97M-V with the def2-TZVPD basis set) for one molecule with the formula C5H10N2O2 in a non-equilibrium geometry.

Computed properties:
Total charge: 0
Largest force on an atom: 4.2 eV/Å
Multiplicity: 1
Structure (SMILES): C=C(CC)N(O)C(N)=O
Relative energy (zero: lowest compared OMol25 entry of this formula, charge and spin): 74.0 kcal per mole

XYZ file:
```
19
Properties=species:S:1:pos:R:3:forces:R:3
C -1.688 0.225 -1.275 -0.3 -0.2 0.6
C -1.061 0.258 -0.098 1.1 1.5 -0.6
C -0.442 1.541 0.477 -0.9 -0.5 -0.1
C 1.070 1.496 0.403 0.7 -2.7 -0.1
N -0.656 -0.926 0.527 2.2 -1.7 -0.3
O -0.744 -0.830 1.929 0.2 0.1 0.1
C 0.718 -1.522 0.170 -3.5 -2.2 0.1
N 0.865 -1.732 -1.166 0.2 0.9 0.5
O 1.250 -2.214 1.022 0.4 1.2 0.0
H -2.091 -0.689 -1.678 0.0 -0.2 0.0
H -1.908 1.135 -1.806 0.1 0.2 -0.1
H -0.831 2.385 -0.092 -0.1 0.1 0.2
H -0.762 1.615 1.518 0.0 0.2 -0.1
H 1.423 0.365 0.566 -0.4 2.8 0.2
H 1.430 1.695 -0.602 0.0 0.3 -0.1
H 1.530 2.164 1.122 0.2 -0.1 0.1
H -0.103 -1.506 2.239 -0.2 0.2 -0.3
H 1.601 -2.351 -1.455 0.1 0.2 -0.1
H 0.399 -1.108 -1.803 0.1 -0.1 -0.2
```
Positions in Å, forces in eV/Å.

Number 1: LUMO energy 0.0131 hartree, energy -10374.5613 eV. Number 2: LUMO energy 0.0294 hartree, energy -10371.8416 eV. Number 3: LUMO energy 0.0093 hartree, energy -10367.3792 eV. Number 4: LUMO energy 0.0253 hartree, energy -10373.0478 eV. Number 5: LUMO energy 0.0090 hartree, energy -10369.9087 eV. Number 6: LUMO energy 0.0269 hartree, energy -12420.2623 eV.